Entry 1:
The molecule C5H12NO2 at a distorted geometry. Source: the OMol25 dataset; level of theory: ωB97M-V with the def2-TZVPD basis set.

```
20
Properties=species:S:1:pos:R:3:forces:R:3
C -0.307 0.535 -2.113 0.1159 -1.1607 -0.1447
O -1.214 1.353 -1.633 -0.0327 0.3460 0.1292
C 0.818 0.090 -0.997 -0.4816 0.3109 0.4081
C 0.205 -0.841 0.042 -0.6178 0.4830 -0.1557
C -0.915 -0.193 0.876 0.2096 -0.0616 0.1292
C -0.404 0.450 2.154 0.4495 -0.5471 0.0096
O 0.009 -0.522 3.135 -0.2670 -0.1904 -0.3279
N 1.901 -0.538 -1.650 0.4994 -0.2753 -0.0755
H 0.333 0.933 -2.903 0.0068 0.4383 -0.1650
H -0.704 -0.455 -2.431 -0.0135 0.2152 -0.0037
H 1.142 1.030 -0.541 0.0390 -0.0316 -0.0641
H -0.218 -1.679 -0.531 0.3082 -0.1631 0.3430
H 0.991 -1.152 0.733 0.0549 -0.3496 -0.2425
H -1.420 0.568 0.292 -0.1880 0.0726 -0.1314
H -1.668 -0.943 1.130 -0.0824 -0.0098 0.0419
H 0.513 1.001 1.907 -0.3006 0.2749 0.1959
H -1.160 1.114 2.588 0.1831 -0.0311 -0.0460
H -0.411 -1.372 2.928 0.1029 0.4683 0.1351
H 1.740 -1.494 -1.952 -0.1041 0.3266 0.0315
H 2.300 0.022 -2.388 0.1186 -0.1154 -0.0669
```
Positions in Å, forces in eV/Å.

Output
Max |F|, eV/A: 1.18
Gap between HOMO and LUMO (alpha / beta), eV: 10.30 / 8.06
Spin multiplicity: 2
Electronic energy, eV: -10962.1327
Energy relative to the best compared isomer or geometry (same formula, charge and spin), eV: 1.239
LUMO level (alpha / beta), eV: 0.940 / -1.571

***

Entry 2:
The ion C5H12NO2 with charge +1 at a distorted geometry. Source: the OMol25 dataset; level of theory: ωB97M-V with the def2-TZVPD basis set.

```
20
Properties=species:S:1:pos:R:3:forces:R:3
N -1.759 0.541 -1.451 0.7866 2.0775 -0.3939
C -1.146 0.404 -0.037 0.4373 1.4841 0.7716
C -2.250 -0.053 1.023 3.5534 -0.4407 0.3960
O -3.206 -0.572 0.604 -2.8483 -0.5641 -0.8741
C -0.070 -0.655 0.037 -1.7702 -2.3066 2.9372
C 1.380 -0.606 -0.430 -0.9907 -0.6389 -1.6792
C 2.081 0.371 0.379 2.3692 5.3687 3.1238
O 2.838 -0.069 1.576 0.7442 -0.5216 -1.7305
H -1.100 1.374 -1.966 -2.9785 -2.8602 1.4449
H -1.693 -0.338 -2.010 0.0920 0.7247 0.5570
H -2.823 0.734 -1.324 2.0810 0.0602 -0.5727
H -0.775 1.420 0.241 -0.2448 -0.6383 -0.3077
H -1.889 -0.223 2.113 -0.4490 0.9564 -1.2956
H -0.573 -1.534 -0.363 0.0219 -0.4114 -0.4151
H -0.190 -0.968 1.223 1.2219 0.7799 -2.6665
H 1.442 -0.399 -1.592 0.0687 -0.5523 2.3051
H 1.805 -1.590 -0.152 -0.1924 0.3270 -0.7342
H 2.695 1.173 -0.122 0.0059 -1.4716 -0.3460
H 1.414 1.178 0.873 0.1301 -1.6061 -0.5939
H 3.819 -0.188 1.377 -2.0382 0.2332 0.0739
```
Positions in Å, forces in eV/Å.

Output
Max |F|, eV/A: 6.65
Gap between HOMO and LUMO, eV: 9.83
SMILES: [NH3+][C@@H](C=O)CCCO
Electronic energy, eV: -10955.0983
Energy relative to the best compared isomer or geometry (same formula, charge and spin), eV: 3.521
LUMO level, eV: -4.084
Net charge: +1

***

Entry 3:
A cluster of 2 separate species, C5H12NO2 in total at a distorted geometry. Source: the OMol25 dataset; level of theory: ωB97M-V with the def2-TZVPD basis set.

```
20
Properties=species:S:1:pos:R:3:forces:R:3
O -1.442 -2.078 -0.522 -0.0312 0.0890 0.0401
C -0.244 -2.132 -0.585 -0.2203 -0.3555 -0.0780
C 0.617 -0.877 -0.493 -1.0236 -0.9146 0.0273
N -0.348 0.256 -0.312 0.0763 -0.1990 -0.3417
C -0.006 1.016 0.948 -0.1408 0.0137 0.0122
C 1.414 0.549 1.261 -0.1953 0.2214 -0.0719
C 1.427 -0.901 0.790 1.0147 0.4312 0.4615
H 0.278 -3.095 -0.716 0.0751 0.1400 0.0625
H 1.098 -0.852 -1.466 0.6754 0.5680 0.1683
H -0.459 0.885 -1.112 0.2083 -0.0432 -0.0497
H -1.268 -0.220 -0.301 -0.1145 0.1716 0.4192
H -0.058 2.070 0.722 -0.0090 0.2576 -0.0541
H -0.779 0.809 1.682 0.1854 -0.2690 0.1930
H 1.731 0.630 2.292 -0.3311 0.0941 0.3146
H 2.085 1.200 0.707 0.2749 -0.2282 -0.2808
H 0.980 -1.508 1.582 -0.3728 -0.1100 -0.2936
H 2.442 -1.277 0.706 0.0674 -0.0394 -0.4103
H -2.952 1.274 -2.030 -0.0499 0.0388 -0.1019
H -2.377 2.576 -1.447 -0.0439 -0.1321 -0.1708
O -2.139 1.676 -1.707 -0.0450 0.2657 0.1542
```
Positions in Å, forces in eV/Å.

Output
Max |F|, eV/A: 1.37
Gap between HOMO and LUMO, eV: 11.72
Electronic energy, eV: -10958.2179
Energy relative to the best compared isomer or geometry (same formula, charge and spin), eV: 0.401
LUMO level, eV: -3.033
Net charge: +1

***

Entry 4:
The molecule C5H12NO3P at a distorted geometry. Source: the OMol25 dataset; level of theory: ωB97M-V with the def2-TZVPD basis set.

```
22
Properties=species:S:1:pos:R:3:forces:R:3
C -3.290 0.653 0.615 -1.9116 0.7081 2.4417
C -2.075 0.199 0.775 1.5397 -0.4669 1.8007
N -1.333 -0.360 -0.281 3.7169 0.5910 0.9445
P 0.267 -0.238 0.046 -1.9667 -0.0279 0.9260
O 1.150 -0.249 -1.264 -0.6434 -0.3467 -0.2466
C 0.671 -1.129 -2.329 2.3794 -3.3015 1.1981
O 0.844 -1.346 1.040 -1.5862 0.0494 -0.4448
C 2.121 -1.365 1.612 2.2265 0.4063 -1.3091
O 0.743 1.077 0.858 0.2599 -0.3478 -0.7364
C 0.426 2.290 0.171 -1.3225 1.2490 1.4813
H -3.886 0.890 1.516 0.6616 0.1834 -0.3680
H -3.885 0.753 -0.238 -0.2436 -0.2900 -1.6744
H -1.629 0.295 1.883 -0.8425 -0.5142 -2.4381
H 1.145 -2.228 -2.113 -1.2810 2.3163 -0.1450
H 1.268 -0.884 -3.209 -1.0400 0.5823 -0.1782
H -0.418 -1.250 -2.282 0.3709 0.5594 -0.6827
H 2.459 -0.295 1.809 0.0947 -1.4824 -0.6603
H 2.775 -2.041 0.922 -0.6017 1.7333 1.1019
H 2.148 -1.856 2.560 -0.6575 -0.4083 0.6478
H 0.626 3.233 0.740 0.0858 -1.2873 0.0980
H -0.626 2.268 -0.050 -0.6390 0.2089 0.0192
H 0.898 2.383 -0.746 1.4001 -0.1143 -1.7755
```
Positions in Å, forces in eV/Å.

Output
Max |F|, eV/A: 4.24
Gap between HOMO and LUMO, eV: 8.64
SMILES: C=CN=P(OC)(OC)OC
Electronic energy, eV: -22299.9955
Energy relative to the best compared isomer or geometry (same formula, charge and spin), eV: 1.744
LUMO level, eV: 0.814

***

Repeat the third record exactly.
A cluster of 2 separate species, C5H12NO2 in total at a distorted geometry. Source: the OMol25 dataset; level of theory: ωB97M-V with the def2-TZVPD basis set.

```
20
Properties=species:S:1:pos:R:3:forces:R:3
O -1.442 -2.078 -0.522 -0.0312 0.0890 0.0401
C -0.244 -2.132 -0.585 -0.2203 -0.3555 -0.0780
C 0.617 -0.877 -0.493 -1.0236 -0.9146 0.0273
N -0.348 0.256 -0.312 0.0763 -0.1990 -0.3417
C -0.006 1.016 0.948 -0.1408 0.0137 0.0122
C 1.414 0.549 1.261 -0.1953 0.2214 -0.0719
C 1.427 -0.901 0.790 1.0147 0.4312 0.4615
H 0.278 -3.095 -0.716 0.0751 0.1400 0.0625
H 1.098 -0.852 -1.466 0.6754 0.5680 0.1683
H -0.459 0.885 -1.112 0.2083 -0.0432 -0.0497
H -1.268 -0.220 -0.301 -0.1145 0.1716 0.4192
H -0.058 2.070 0.722 -0.0090 0.2576 -0.0541
H -0.779 0.809 1.682 0.1854 -0.2690 0.1930
H 1.731 0.630 2.292 -0.3311 0.0941 0.3146
H 2.085 1.200 0.707 0.2749 -0.2282 -0.2808
H 0.980 -1.508 1.582 -0.3728 -0.1100 -0.2936
H 2.442 -1.277 0.706 0.0674 -0.0394 -0.4103
H -2.952 1.274 -2.030 -0.0499 0.0388 -0.1019
H -2.377 2.576 -1.447 -0.0439 -0.1321 -0.1708
O -2.139 1.676 -1.707 -0.0450 0.2657 0.1542
```
Positions in Å, forces in eV/Å.

Output
Max |F|, eV/A: 1.37
Gap between HOMO and LUMO, eV: 11.72
Electronic energy, eV: -10958.2179
Energy relative to the best compared isomer or geometry (same formula, charge and spin), eV: 0.401
LUMO level, eV: -3.033
Net charge: +1